(1)
Entry from the OMol25 dataset: a cluster of 2 separate species, C4H11NO2 in total (the ωB97M-V functional and the def2-TZVPD basis).

Calculated values
Orbital gap (eV): 10.02
HOMO level (eV): -9.6
SMILES: CC(C)C(N)=O.O
2S+1: 1
Total energy (a.u.): -364.2559

```
18
Properties=species:S:1:pos:R:3:nbo_charge:R:1
C -1.22 -0.90 -1.76 -0.602
C -1.30 -0.75 -0.24 -0.318
C -1.37 0.74 0.17 -0.607
C -0.15 -1.52 0.41 0.687
N 0.82 -0.78 1.04 -0.840
O -0.10 -2.73 0.34 -0.603
H -1.72 -1.81 -2.08 0.229
H -0.19 -0.99 -2.11 0.209
H -1.62 -0.02 -2.25 0.207
H -2.19 -1.26 0.14 0.228
H -2.28 1.12 -0.30 0.213
H -1.44 0.87 1.25 0.223
H -0.55 1.27 -0.30 0.190
H 1.11 0.08 0.59 0.386
H 1.57 -1.31 1.46 0.399
O 3.87 2.44 1.22 -0.933
H 3.23 2.55 0.51 0.464
H 3.52 2.98 1.93 0.469
```

(2)
Entry from the OMol25 dataset: a cluster of 2 separate species, C4H11NO2 in total (the ωB97M-V functional and the def2-TZVPD basis).

Calculated values
Orbital gap (eV): 10.41
HOMO level (eV): -9.8
SMILES: CC(C)C(N)=O.O
2S+1: 1
Total energy (a.u.): -364.1964

```
18
Properties=species:S:1:pos:R:3:nbo_charge:R:1
C 1.15 1.21 -0.01 -0.611
C 0.55 0.47 -1.19 -0.305
C 0.93 -1.18 -0.91 -0.607
C -0.98 0.66 -1.40 0.700
N -1.52 1.70 -0.55 -0.876
O -1.48 0.17 -2.35 -0.547
H 1.14 2.28 -0.24 0.204
H 0.79 0.92 0.89 0.215
H 2.22 1.08 0.08 0.212
H 0.96 0.71 -2.17 0.227
H 1.97 -1.35 -0.98 0.207
H 0.66 -1.94 -1.69 0.221
H 0.55 -1.45 0.08 0.200
H -1.18 2.65 -1.03 0.388
H -2.50 1.65 -0.76 0.372
O 0.87 -2.39 5.02 -0.918
H 0.28 -2.29 4.27 0.459
H 0.70 -3.35 5.07 0.459
```

(3)
Entry from the OMol25 dataset: a cluster of 2 separate species, C4H11NO2 in total (the ωB97M-V functional and the def2-TZVPD basis).

Calculated values
Orbital gap (eV): 10.60
HOMO level (eV): -9.7
SMILES: CCCC(N)=O.O
2S+1: 1
Total energy (a.u.): -364.2061

```
18
Properties=species:S:1:pos:R:3:nbo_charge:R:1
C 1.66 2.45 -1.03 -0.622
C 1.54 0.94 -0.59 -0.403
C 0.53 0.80 0.67 -0.535
C -0.53 -0.32 0.54 0.699
N 0.06 -1.44 -0.24 -0.877
O -1.69 -0.38 0.94 -0.575
H 2.10 2.92 -0.16 0.207
H 2.28 2.36 -1.94 0.222
H 0.73 2.97 -1.23 0.215
H 2.43 0.33 -0.34 0.199
H 0.94 0.30 -1.30 0.224
H 0.02 1.80 0.46 0.229
H 1.09 0.86 1.60 0.235
H 1.04 -1.57 -0.12 0.382
H -0.60 -2.16 -0.11 0.400
O -3.54 -3.24 1.01 -0.947
H -3.85 -4.05 0.74 0.467
H -4.19 -2.57 1.10 0.481
```

(4)
Entry from the OMol25 dataset: a cluster of 3 separate species, C4H11NO2 in total (the ωB97M-V functional and the def2-TZVPD basis).

Calculated values
Orbital gap (eV): 7.70
HOMO level (eV): -7.2
SMILES: C=C/C=C/N.O.O
2S+1: 1
Total energy (a.u.): -364.1448

```
18
Properties=species:S:1:pos:R:3:nbo_charge:R:1
C 1.96 -0.58 -2.33 -0.420
C 1.52 -0.93 -1.11 -0.215
C 1.26 0.03 -0.06 -0.341
C 0.58 -0.33 1.06 0.018
N -0.18 0.61 1.78 -0.816
H 2.11 -1.35 -3.08 0.194
H 2.18 0.45 -2.57 0.192
H 0.98 -1.87 -1.09 0.199
H 1.80 0.98 -0.06 0.234
H 0.84 -1.16 1.71 0.210
H -0.38 1.48 1.30 0.374
H -1.07 0.20 2.03 0.368
O 0.44 2.76 -1.13 -0.947
H 0.46 3.61 -1.59 0.474
H -0.35 2.28 -1.44 0.476
O -4.10 -2.08 1.69 -0.939
H -3.36 -1.61 1.30 0.468
H -4.90 -1.75 1.27 0.471
```

(5)
Entry from the OMol25 dataset: the molecule C4H11NO2 (the ωB97M-V functional and the def2-TZVPD basis).

Calculated values
Orbital gap (eV): 10.07
HOMO level (eV): -9.3
SMILES: C[C@H](O)CNCO
2S+1: 1
Total energy (a.u.): -364.2163

```
18
Properties=species:S:1:pos:R:3:nbo_charge:R:1
C -1.66 1.77 0.33 -0.615
C -1.02 0.56 -0.31 0.085
O -2.08 -0.23 -0.84 -0.737
C -0.25 -0.24 0.73 -0.246
N 0.56 -1.31 0.13 -0.650
C 1.77 -0.79 -0.51 0.088
O 2.92 -1.08 0.24 -0.727
H -0.90 2.41 0.77 0.207
H -2.13 2.40 -0.42 0.219
H -2.31 1.42 1.09 0.213
H -0.42 0.88 -1.17 0.158
H -1.76 -0.92 -1.44 0.478
H 0.39 0.41 1.32 0.170
H -0.97 -0.68 1.41 0.210
H 0.93 -1.86 0.89 0.369
H 1.72 0.30 -0.59 0.153
H 1.88 -1.15 -1.53 0.151
H 3.34 -1.88 -0.10 0.474
```

(6)
Entry from the OMol25 dataset: a structure of composition C4H11NO2 (the ωB97M-V functional and the def2-TZVPD basis).

Calculated values
Orbital gap (eV): 9.20
HOMO level (eV): -8.3
2S+1: 1
Total energy (a.u.): -364.1054

```
18
Properties=species:S:1:pos:R:3:nbo_charge:R:1
C 1.17 0.99 0.62 -0.541
C -1.09 0.63 -1.18 -0.752
C -1.02 0.87 0.29 0.821
N 1.98 0.27 -0.35 -0.857
O -1.59 1.63 0.99 -0.523
H 2.38 -0.57 0.05 0.359
H 2.74 0.83 -0.72 0.360
H 1.59 1.10 1.63 0.195
H 0.98 2.00 0.25 0.209
H -1.97 0.01 -1.40 0.252
H -0.19 0.15 -1.54 0.269
H -1.22 1.60 -1.67 0.246
C -0.81 -1.95 0.38 -0.257
O -0.77 -0.73 1.10 -0.705
H 0.29 0.04 0.97 0.399
H -0.60 -2.77 1.07 0.190
H -0.06 -1.97 -0.42 0.164
H -1.80 -2.12 -0.06 0.169
```

(7)
Entry from the OMol25 dataset: a cluster of 2 separate species, C4H11NO2 in total (the ωB97M-V functional and the def2-TZVPD basis).

Calculated values
Orbital gap (eV): 9.42
HOMO level (eV): -8.9
SMILES: CC(=O)O.CCN
2S+1: 1
Total energy (a.u.): -364.2410

```
18
Properties=species:S:1:pos:R:3:nbo_charge:R:1
C -1.49 3.37 -0.52 -0.723
C -0.63 2.35 0.19 0.799
O -0.34 1.32 -0.35 -0.600
O -0.29 2.70 1.43 -0.691
H -0.81 4.21 -0.74 0.239
H -2.30 3.64 0.14 0.235
H -1.81 3.05 -1.51 0.242
H 0.09 1.96 1.96 0.502
C 0.49 -2.79 0.81 -0.634
C 0.53 -2.39 -0.67 -0.217
N 1.33 -1.24 -1.00 -0.826
H -0.05 -2.02 1.35 0.195
H 1.47 -2.94 1.29 0.195
H 0.12 -3.79 1.03 0.210
H 0.84 -3.27 -1.24 0.179
H -0.53 -2.28 -0.94 0.183
H 1.07 -0.47 -0.39 0.366
H 2.31 -1.40 -0.84 0.345
```

(8)
Entry from the OMol25 dataset: a cluster of 2 separate species, C4H11NO2 in total (the ωB97M-V functional and the def2-TZVPD basis).

Calculated values
Orbital gap (eV): 9.87
HOMO level (eV): -9.4
SMILES: C[C@@H](N)CC=O.O
2S+1: 1
Total energy (a.u.): -364.2164

```
18
Properties=species:S:1:pos:R:3:nbo_charge:R:1
C -0.50 -0.20 2.39 -0.624
C -0.63 -0.76 0.96 -0.041
N -1.74 -0.15 0.24 -0.847
C 0.67 -0.43 0.21 -0.511
C 0.61 -0.98 -1.20 0.445
O 1.27 -1.92 -1.55 -0.517
H -0.47 0.88 2.36 0.200
H 0.37 -0.61 2.93 0.212
H -1.28 -0.58 3.07 0.212
H -0.80 -1.83 1.05 0.200
H -2.61 -0.40 0.66 0.368
H -1.65 0.83 0.12 0.350
H 1.58 -0.73 0.71 0.236
H 0.77 0.66 0.21 0.194
H -0.14 -0.55 -1.87 0.122
O 0.67 3.41 -1.33 -0.919
H 0.33 2.77 -0.69 0.455
H -0.16 3.64 -1.76 0.465
```

(9)
Entry from the OMol25 dataset: a cluster of 2 separate species, C4H11NO2 in total (the ωB97M-V functional and the def2-TZVPD basis).

Calculated values
Orbital gap (eV): 9.11
HOMO level (eV): -8.3
SMILES: C[C@@H](N)O.CC=O
2S+1: 1
Total energy (a.u.): -364.1445

```
18
Properties=species:S:1:pos:R:3:nbo_charge:R:1
C -0.35 2.18 -1.14 -0.648
C -0.54 1.06 -0.13 0.344
N -1.19 1.43 1.05 -0.882
O -1.04 -0.09 -0.66 -0.720
H 0.11 3.05 -0.67 0.215
H 0.27 1.83 -1.96 0.224
H -1.32 2.48 -1.53 0.211
H 0.69 0.66 0.16 0.043
H -1.58 2.36 1.16 0.392
H -1.44 0.66 1.66 0.390
H -0.22 -0.69 -0.95 0.478
C 0.70 -2.56 0.88 -0.734
C 1.21 -1.68 -0.23 0.390
O 1.77 -2.06 -1.23 -0.512
H -0.14 -3.16 0.53 0.246
H 0.30 -1.91 1.66 0.218
H 1.49 -3.18 1.31 0.247
H 1.27 -0.39 0.09 0.099
```

(10)
Entry from the OMol25 dataset: a structure of composition C4H11NO2 (the ωB97M-V functional and the def2-TZVPD basis).

Calculated values
Orbital gap (alpha / beta) (eV): 7.98 / 7.98
HOMO level (alpha / beta) (eV): -7.4 / -7.4
2S+1: 1
Total energy (a.u.): -364.0020

```
18
Properties=species:S:1:pos:R:3:nbo_charge:R:1
C 0.81 1.27 -0.64 -0.018
O 0.12 2.45 -0.60 -0.682
H -0.71 2.33 -1.10 0.483
H 1.72 1.41 -0.06 0.209
H 1.10 0.94 -1.64 0.187
H 0.67 0.08 0.40 0.416
C -1.48 0.41 1.12 -0.685
C -0.62 -0.02 -0.02 -0.004
N 1.69 -1.85 0.24 -0.570
C -0.99 -0.75 -1.06 -0.475
O 1.09 -1.00 1.18 -0.666
H 2.68 -1.90 0.45 0.330
H 1.29 -2.78 0.35 0.329
H -1.19 1.40 1.49 0.233
H -2.53 0.49 0.84 0.228
H -1.37 -0.26 1.97 0.251
H -2.00 -1.12 -1.14 0.210
H -0.28 -1.10 -1.80 0.224
```

(11)
Entry from the OMol25 dataset: the molecule C4H11NO2 (the ωB97M-V functional and the def2-TZVPD basis).

Calculated values
Orbital gap (eV): 9.53
HOMO level (eV): -8.7
SMILES: C[C@H](CO)NCO
2S+1: 1
Total energy (a.u.): -364.1910

```
18
Properties=species:S:1:pos:R:3:nbo_charge:R:1
C -0.49 -1.76 -1.04 -0.628
C -0.02 -0.73 -0.07 -0.066
C -0.76 -0.65 1.33 -0.084
O 0.12 0.02 2.23 -0.724
N -0.05 0.63 -0.73 -0.669
C 0.50 1.84 -0.14 0.083
O 1.78 2.26 -0.64 -0.733
H -1.55 -1.45 -1.23 0.209
H 0.04 -1.62 -2.01 0.212
H -0.58 -2.79 -0.70 0.225
H 1.06 -0.84 0.14 0.178
H -1.12 -1.65 1.64 0.172
H -1.66 -0.02 1.18 0.181
H 0.35 -0.65 2.87 0.474
H 0.25 0.43 -1.67 0.358
H -0.13 2.65 -0.52 0.147
H 0.62 1.74 0.92 0.210
H 1.64 2.57 -1.54 0.456
```

(12)
Entry from the OMol25 dataset: the molecule C4H11NO2S (the ωB97M-V functional and the def2-TZVPD basis).

Calculated values
Orbital gap (eV): 10.24
HOMO level (eV): -9.4
2S+1: 1
Total energy (a.u.): -762.3563

```
19
Properties=species:S:1:pos:R:3:nbo_charge:R:1
C -1.69 1.08 -0.28 -0.622
C -1.48 -1.37 0.54 -0.590
C 1.43 0.99 -0.43 -0.449
C -0.87 -0.22 -0.28 -0.045
N 0.47 0.00 0.34 -0.660
O 2.47 -1.36 -0.68 -0.891
O 3.08 0.14 1.25 -0.965
S 3.05 0.15 -0.26 1.453
H -1.12 1.77 -0.93 0.211
H -2.61 0.97 -0.88 0.212
H -1.96 1.39 0.66 0.208
H -1.67 -0.99 1.52 0.197
H -0.91 -2.18 0.73 0.215
H -2.54 -1.64 0.09 0.203
H 1.11 0.94 -1.50 0.210
H 1.66 2.00 -0.07 0.221
H -0.72 -0.58 -1.27 0.192
H 0.41 0.44 1.31 0.383
H 1.89 -1.54 0.14 0.515
```

(13)
Entry from the OMol25 dataset: a cluster of 2 separate species, C4H11NO2S in total (the ωB97M-V functional and the def2-TZVPD basis).

Calculated values
Orbital gap (eV): 9.98
HOMO level (eV): -9.3
SMILES: N[C@@H](C=O)CCS.O
2S+1: 1
Total energy (a.u.): -762.4067

```
19
Properties=species:S:1:pos:R:3:nbo_charge:R:1
N 1.63 1.20 0.30 -0.839
C 0.28 0.74 0.55 -0.158
C -0.42 1.61 1.60 0.424
O -0.31 2.81 1.58 -0.525
C -0.53 0.82 -0.74 -0.415
C -0.30 -0.21 -1.85 -0.506
S 0.47 -1.80 -1.37 -0.065
H 1.66 2.06 -0.22 0.368
H 2.21 1.25 1.13 0.369
H 0.37 -0.29 0.89 0.202
H -1.02 1.15 2.40 0.121
H -1.59 0.86 -0.48 0.219
H -0.31 1.83 -1.11 0.218
H 0.33 0.18 -2.65 0.225
H -1.25 -0.46 -2.31 0.232
H 1.74 -1.39 -1.34 0.138
O -1.48 -2.43 1.34 -0.957
H -1.29 -3.08 2.03 0.470
H -0.63 -2.20 0.92 0.478
```

(14)
Entry from the OMol25 dataset: a cluster of 2 separate species, C4H11NO3 in total (the ωB97M-V functional and the def2-TZVPD basis).

Calculated values
Orbital gap (eV): 9.37
HOMO level (eV): -8.9
SMILES: CN[C@H](C)C(=O)O.O
2S+1: 1
Total energy (a.u.): -439.4928

```
19
Properties=species:S:1:pos:R:3:nbo_charge:R:1
C -1.91 0.71 -0.52 -0.424
N -0.81 0.60 0.43 -0.608
C 0.20 -0.41 0.11 -0.152
C 0.82 -0.36 -1.28 -0.630
C -0.43 -1.77 0.38 0.789
O -0.79 -2.55 -0.46 -0.600
O -0.54 -2.03 1.70 -0.672
H -2.60 1.48 -0.19 0.203
H -2.46 -0.24 -0.53 0.196
H -1.61 0.94 -1.55 0.169
H -0.34 1.49 0.48 0.367
H 0.99 -0.26 0.85 0.216
H 1.29 0.60 -1.45 0.217
H 1.55 -1.16 -1.41 0.219
H 0.05 -0.50 -2.05 0.217
H -0.96 -2.89 1.76 0.489
O 2.22 2.02 0.98 -0.944
H 2.57 1.53 1.75 0.474
H 2.75 2.82 0.97 0.474
```

Number 1: strongest force on any atom 1.10 eV/Å. Number 2: strongest force on any atom 4.42 eV/Å. Number 3: strongest force on any atom 4.13 eV/Å. Number 4: strongest force on any atom 2.00 eV/Å. Number 5: strongest force on any atom 1.15 eV/Å. Number 6: strongest force on any atom 1.57 eV/Å. Number 7: strongest force on any atom 1.62 eV/Å. Number 8: strongest force on any atom 1.68 eV/Å. Number 9: strongest force on any atom 4.14 eV/Å. Number 10: strongest force on any atom 3.08 eV/Å. Number 11: strongest force on any atom 2.61 eV/Å. Number 12: strongest force on any atom 5.71 eV/Å. Number 13: strongest force on any atom 0.84 eV/Å. Number 14: strongest force on any atom 0.99 eV/Å.